Entry 1:
An isolated molecule of C19H23Cl2N3O3S. Source: the OMol25 dataset; level of theory: ωB97M-V/def2-TZVPD.

Structure (XYZ):
```
51
C19H23Cl2N3O3S, DFT ωB97M-V/def2-TZVPD
C 1.884 0.875 1.076
C 1.292 2.288 1.168
N 0.274 2.505 2.181
C 0.741 2.366 3.553
C 1.868 3.333 3.895
C -0.962 1.771 1.981
C -1.645 2.062 0.642
N -1.184 1.193 -0.418
C -0.759 1.649 -1.616
O -0.770 2.823 -1.928
C -0.241 0.590 -2.544
C 0.694 0.963 -3.509
C 1.212 0.037 -4.393
C 0.806 -1.291 -4.304
Cl 1.400 -2.486 -5.370
C -0.123 -1.669 -3.345
S -0.545 -3.422 -3.259
O 0.649 -4.163 -3.010
O -1.387 -3.777 -4.354
N -1.538 -3.522 -1.912
C -1.199 -3.134 -0.624
C -2.192 -2.812 0.302
C -1.855 -2.390 1.575
C -0.520 -2.286 1.932
Cl -0.094 -1.745 3.520
C 0.477 -2.614 1.025
C 0.141 -3.034 -0.248
C -0.665 -0.733 -2.489
H 2.625 0.846 0.282
H 2.368 0.596 2.009
H 1.118 0.135 0.851
H 2.099 2.995 1.369
H 0.865 2.566 0.204
H 1.055 1.333 3.783
H -0.113 2.595 4.197
H 1.615 4.331 3.545
H 2.811 3.030 3.449
H 2.001 3.364 4.974
H -1.643 2.090 2.775
H -0.831 0.678 2.085
H -1.455 3.091 0.332
H -2.726 1.925 0.761
H -1.077 0.220 -0.181
H 0.995 1.999 -3.554
H 1.924 0.325 -5.149
H -2.518 -3.574 -2.136
H -3.232 -2.897 0.023
H -2.627 -2.142 2.287
H 1.514 -2.545 1.314
H 0.907 -3.306 -0.954
H -1.434 -1.034 -1.797
```

Computed properties:
2S+1: 1
SMILES: CCN(CC)CCNC(=O)c1ccc(Cl)c(S(=O)(=O)Nc2ccc(Cl)cc2)c1
Energy relative to the best compared isomer or geometry (same formula, charge and spin): 0.5147 eV

---

Entry 2:
A structure of composition C19H23F6N3O5PdS2. Source: the OMol25 dataset; level of theory: ωB97M-V/def2-TZVPD.

Structure (XYZ):
```
59
C19H23F6N3O5PdS2, DFT ωB97M-V/def2-TZVPD
Pd 1.025 -0.088 0.441
C 0.575 -2.055 -2.096
N 1.408 -0.904 -2.333
C 1.010 -0.196 -3.523
C 2.828 -1.232 -2.303
C 3.620 -0.829 -1.057
C 4.980 -1.150 -1.122
C 5.853 -0.825 -0.095
C 5.333 -0.159 1.016
C 3.979 0.148 1.062
C 3.050 -0.176 0.043
H 0.667 -2.809 -2.908
H -0.472 -1.748 -2.030
H 0.860 -2.516 -1.150
H 1.094 -0.814 -4.443
H 1.627 0.695 -3.646
H -0.029 0.133 -3.430
H 3.310 -0.754 -3.164
H 2.958 -2.317 -2.452
H 5.364 -1.680 -1.995
H 6.905 -1.089 -0.155
H 5.983 0.099 1.849
H 3.616 0.662 1.947
O 1.609 -1.520 2.993
C 0.716 -1.171 4.005
C 0.604 0.324 4.312
C 0.063 1.204 3.171
C -1.180 0.642 2.543
C -2.448 1.063 2.925
C -3.564 0.557 2.276
C -3.386 -0.390 1.286
C -2.092 -0.806 1.009
N -1.012 -0.308 1.606
H 1.384 -1.015 2.102
H 1.063 -1.664 4.924
H -0.296 -1.562 3.802
H 1.595 0.695 4.589
H -0.053 0.420 5.188
H 0.812 1.269 2.371
H -0.140 2.209 3.554
H -2.548 1.812 3.703
H -4.557 0.912 2.527
H -4.215 -0.761 0.698
H -1.904 -1.576 0.270
F -3.516 3.880 -1.466
C -2.689 3.261 -0.618
F -1.874 4.209 -0.101
F -3.406 2.765 0.375
S -1.595 2.091 -1.540
O -0.512 1.757 -0.689
O -1.346 2.887 -2.708
N -2.442 0.801 -1.852
S -3.811 0.786 -2.630
O -3.796 1.240 -3.993
O -4.945 1.172 -1.825
C -3.964 -1.040 -2.777
F -3.695 -1.684 -1.639
F -3.169 -1.526 -3.732
F -5.234 -1.330 -3.116
```

Computed properties:
2S+1: 1
Net charge: -2
Energy relative to the best compared isomer or geometry (same formula, charge and spin): 0.5321 eV

---

Entry 3:
A structure of composition C19H23IN5O5Y. Source: the OMol25 dataset; level of theory: ωB97M-V/def2-TZVPD.

Structure (XYZ):
```
54
C19H23IN5O5Y, DFT ωB97M-V/def2-TZVPD
C 1.598 -0.969 -4.626
I -0.553 2.823 -3.542
H 0.560 -1.250 -4.657
H 2.260 -1.565 -5.293
H 1.593 0.101 -4.917
C -1.394 3.541 0.615
C -2.493 2.851 0.210
N -2.154 2.179 -0.949
C -0.941 2.653 -1.370
N -0.397 3.339 -0.331
H -1.249 4.202 1.452
H -3.499 2.785 0.594
C 1.527 -3.252 -0.526
C 1.266 -1.798 -2.220
N 1.851 -2.001 -0.994
H 0.262 -4.817 -1.468
N 0.604 -2.985 -2.500
H 1.940 -3.667 0.374
Y -0.468 0.445 -1.649
C 1.962 -0.913 -3.216
O 2.931 -0.207 -2.841
C 0.728 -3.840 -1.434
C -0.338 -3.372 -3.558
H -1.368 -3.361 -3.159
H -0.119 -4.423 -3.811
H -0.289 -2.768 -4.470
C 2.769 -1.142 -0.271
H 3.686 -1.702 -0.055
H 2.352 -0.777 0.679
H 3.032 -0.286 -0.882
C 0.982 3.793 -0.269
H 0.994 4.843 0.068
H 1.456 3.684 -1.250
H 1.543 3.205 0.481
C -3.100 1.495 -1.824
H -2.719 0.516 -2.207
H -3.372 2.125 -2.675
H -4.003 1.326 -1.219
O -1.492 -0.540 0.354
C -0.555 -0.069 1.095
O 0.454 0.498 0.502
C -0.576 -0.072 2.596
C -0.124 1.066 3.273
C -0.073 1.112 4.663
C -0.427 -0.039 5.396
C -0.866 -1.201 4.731
C -0.952 -1.207 3.341
N -0.327 -0.040 6.823
O 0.041 1.012 7.400
O -0.609 -1.083 7.458
H 0.210 1.933 2.709
H 0.255 2.003 5.197
H -1.115 -2.074 5.336
H -1.283 -2.110 2.837
```

Computed properties:
2S+1: 1
Net charge: -2
Total energy: -1723.60050 hartree

---

Entry 4:
A structure of composition C19H23IrN3O7P2S. Source: the OMol25 dataset; level of theory: ωB97M-V/def2-TZVPD.

Structure (XYZ):
```
56
C19H23IrN3O7P2S, DFT ωB97M-V/def2-TZVPD
Ir 0.155 0.365 -0.302
N -1.232 -0.771 3.311
C -2.452 -1.000 2.433
C -3.616 -1.473 3.283
P -2.782 0.656 1.670
O -2.732 1.509 3.092
O -4.137 0.751 1.107
O -1.499 1.005 0.988
P -1.827 -2.294 1.244
O -1.560 -3.495 2.347
O -2.889 -2.734 0.323
O -0.467 -1.783 0.860
H -1.259 0.145 3.768
H -0.424 -0.836 2.669
H -1.154 -1.519 3.999
H -3.887 -0.726 4.032
H -3.386 -2.420 3.775
H -4.473 -1.617 2.628
H -3.391 2.212 3.048
H -2.176 -4.209 2.143
S 3.557 -0.871 2.317
C 2.582 0.203 3.280
C 2.741 0.573 4.611
C 1.875 1.517 5.132
C 0.881 2.097 4.333
C 0.713 1.726 3.012
C 1.557 0.744 2.494
N 1.540 0.252 1.202
C 2.547 -0.543 0.944
C 2.728 -0.938 -0.431
C 3.855 -1.603 -0.918
C 4.020 -1.733 -2.280
C 3.071 -1.166 -3.138
C 1.953 -0.518 -2.644
C 1.716 -0.421 -1.269
H 3.528 0.145 5.218
H 1.982 1.827 6.163
H 0.239 2.862 4.751
H -0.050 2.157 2.378
H 4.602 -1.989 -0.232
H 4.887 -2.242 -2.682
H 3.216 -1.238 -4.210
H 1.231 -0.093 -3.326
N 1.224 3.226 -0.661
C 0.835 2.142 -0.531
C -0.981 -1.756 -3.303
C -1.867 -1.091 -2.254
C -3.162 -0.590 -2.880
O -1.291 0.010 -1.606
H -1.505 -2.610 -3.745
H -0.058 -2.122 -2.857
H -0.735 -1.053 -4.106
H -2.134 -1.853 -1.520
H -2.942 0.175 -3.631
H -3.790 -0.147 -2.107
H -3.709 -1.410 -3.356
```

Computed properties:
2S+1: 1
Net charge: -1
Energy relative to the best compared isomer or geometry (same formula, charge and spin): 1.3268 eV

---

In eV/A, the largest force on an atom values for the records above are, in order, 0.98 1.18 5.90 2.09.